[1]
Entry from the Open Molecules 2025 dataset: a 12-piece molecular cluster, H24O12 overall (ωB97M-V/def2-TZVPD).

Each line ends with the Löwdin charge.
Cartesian coordinates (Å):
O: -21.979 6.747 -11.948  -0.1080
H: -22.087 7.221 -11.118  -0.0135
H: -21.030 6.578 -12.257  0.0149
O: -19.427 6.816 -12.549  -0.0316
H: -18.930 6.000 -12.723  0.0898
H: -19.132 7.285 -13.315  0.0727
O: -21.380 7.133 -14.865  -0.0206
H: -21.233 8.005 -14.504  0.0223
H: -21.526 6.468 -14.232  -0.0541
O: -22.630 9.384 -12.693  -0.0454
H: -22.509 8.433 -12.639  -0.0252
H: -21.967 9.719 -13.293  0.0215
O: -22.515 8.235 -9.758  -0.0242
H: -22.028 8.983 -10.159  0.0768
H: -22.087 8.063 -8.953  0.0327
O: -21.976 5.397 -8.732  -0.0721
H: -22.611 5.738 -9.343  -0.0080
H: -21.274 5.061 -9.369  -0.0034
O: -19.050 8.291 -10.145  0.0249
H: -19.542 7.988 -10.849  -0.0487
H: -18.368 7.695 -10.083  -0.0095
O: -24.891 7.856 -11.373  -0.0412
H: -24.836 8.425 -10.629  0.0052
H: -24.507 7.021 -11.082  0.0233
O: -24.311 5.754 -13.537  -0.0338
H: -23.512 5.305 -13.732  -0.0573
H: -24.299 6.501 -14.163  0.0603
O: -22.788 3.933 -11.375  -0.0353
H: -22.170 4.584 -11.164  -0.0724
H: -22.742 4.049 -12.336  -0.0088
O: -20.230 4.987 -10.564  0.0106
H: -19.818 4.256 -10.930  0.0541
H: -19.524 5.484 -10.195  0.0622
O: -21.920 4.493 -13.859  -0.0219
H: -20.932 4.385 -13.906  0.1228
H: -22.186 4.065 -14.608  0.0410

Properties
HOMO energy (eV): -10.21
LUMO energy (eV): -1.11
Gap between HOMO and LUMO (Eh): 0.3345
SMILES string: O.O.O.O.O.O.O.O.O.O.O.O

***

[2]
Entry from the Open Molecules 2025 dataset: a 12-piece molecular cluster, H24O12 overall (ωB97M-V/def2-TZVPD).

Each line ends with the Löwdin charge.
Cartesian coordinates (Å):
O: 2.718 -0.944 1.098  -0.0508
H: 3.239 -1.274 0.325  0.0704
H: 1.853 -1.273 1.056  -0.0475
O: -1.397 -2.105 1.824  -0.0509
H: -1.666 -2.075 2.730  0.0167
H: -0.995 -1.261 1.605  -0.0315
O: -0.600 2.139 -0.753  -0.0496
H: -0.272 2.508 0.066  0.0140
H: 0.096 2.275 -1.422  0.0749
O: -0.205 -0.187 0.330  -0.0681
H: -0.535 0.620 -0.014  -0.0280
H: -0.342 -0.838 -0.432  0.0545
O: 1.053 -3.145 0.754  -0.0269
H: 1.715 -3.780 0.416  0.0787
H: 0.803 -2.882 -0.093  -0.0507
O: -3.324 2.747 0.158  -0.0708
H: -2.368 2.594 0.215  -0.0200
H: -3.326 3.420 -0.532  0.0343
O: -0.482 0.713 3.564  -0.0328
H: 0.127 0.028 3.295  0.0416
H: -1.347 0.287 3.455  0.0575
O: -0.384 -2.223 -1.548  -0.0462
H: -0.675 -3.155 -1.423  0.1126
H: 0.445 -2.380 -1.984  0.0493
O: 2.158 1.412 -0.648  -0.0150
H: 1.843 0.856 0.007  -0.0378
H: 3.058 1.508 -0.367  0.0529
O: -1.565 -0.465 -3.354  -0.0544
H: -1.548 -1.374 -3.089  -0.0085
H: -0.684 -0.213 -3.063  -0.0243
O: -0.659 3.083 1.963  -0.0176
H: -1.000 3.745 2.561  0.0608
H: -0.736 2.244 2.358  -0.0242
O: 1.308 -0.335 -3.127  -0.0498
H: 1.580 0.229 -2.343  0.0505
H: 2.115 -0.497 -3.588  0.0369

Properties
HOMO energy (eV): -10.51
LUMO energy (eV): -0.32
Gap between HOMO and LUMO (Eh): 0.3745
SMILES string: O.O.O.O.O.O.O.O.O.O.O.O

***

Q: Which energy relative to the best compared isomer or geometry (same formula, charge and spin) values were calculated for the entries above? A: 78.34 45.43, in kcal per mole.